# C5H16N4O

A structure of composition C5H16N4O at a distorted geometry (ωB97M-V with the def2-TZVPD basis set, the Open Molecules 2025 dataset).

Last column: Löwdin charge in e.
CARTESIAN COORDINATES (ANGSTROEM)
C1 2.1654 -0.5097 -0.3821  -0.1925
C2 -0.4122 -1.0951 0.1021  -0.1722
C3 2.4058 0.3481 0.8066  -0.0562
C4 -0.6190 -1.9474 -1.1311  -0.1614
N1 1.9402 0.0207 -1.5476  0.1339
H1 2.3943 -1.5688 -0.3081  0.1291
H2 1.0734 0.8224 -1.4820  0.0825
H3 1.8576 -0.6308 -2.3194  0.1056
H4 0.3428 -1.4766 0.7905  0.0538
H5 -1.2989 -1.1141 0.7329  0.0519
H6 3.4774 0.5610 0.8681  0.0920
H7 1.8598 1.2849 0.7190  0.0727
H8 2.1074 -0.1586 1.7201  0.0808
H9 0.3024 -2.1473 -1.6858  0.0380
H10 -1.3065 -1.4598 -1.8251  0.0604
H11 -1.0561 -2.9230 -0.8919  0.0637
N2 -0.7201 1.3300 1.1503  -0.0833
C5 -0.8203 0.8164 -0.2173  -0.6490
N3 -1.8083 0.9935 1.9997  -0.0161
N4 -2.1335 0.6493 -0.7458  0.0868
O1 -0.0225 1.4573 -1.0192  -0.1229
H12 -0.5521 2.3312 1.0860  0.1109
H13 -2.5078 1.7303 2.0446  0.0738
H14 -1.4548 0.8200 2.9327  0.0707
H15 -2.3818 1.4177 -1.3527  0.0827
H16 -2.8325 0.4484 -0.0444  0.0639

Calculated values
HOMO = -7.49 eV
molecular weight = 148.2 g mol⁻¹
maximum force = 0.05761 Eh/bohr
energy relative to the best compared isomer or geometry (same formula, charge and spin) = 2.172 eV
total energy = -494.24217 a.u.